<P>
ORCA calculation (the ωB97M-V functional and the def2-TZVPD basis) on the ion C7H12NO5P with charge -2.

Computed properties:
- Structure (SMILES): CCOCC(OCC)=P([O-])([O-])OC#N
- HOMO-LUMO gap: 5.5165 eV

```
! RIJCOSX wB97M-V def2-TZVPD def2/J DEFGRID3
* xyz -2 1
C 0.87 1.45 -3.35
C 0.87 0.83 -1.93
O 0.76 -0.57 -2.07
C 1.05 -1.17 -0.72
C 0.30 -0.64 0.47
O -0.89 -1.54 0.64
C -2.06 -0.80 0.86
C -2.45 -0.85 2.36
P 1.32 -0.53 1.92
O 0.62 -0.68 3.24
O 2.84 -0.74 1.79
O 1.27 1.36 1.68
C 0.40 1.73 0.96
N -0.41 2.32 0.37
H 1.53 0.88 -4.02
H -0.05 1.33 -3.85
H 1.38 2.43 -3.34
H 0.17 1.36 -1.25
H 1.90 0.92 -1.34
H 2.07 -1.10 -0.53
H 0.75 -2.27 -0.93
H -2.02 0.23 0.55
H -2.87 -1.28 0.28
H -2.18 -1.93 2.61
H -1.77 -0.22 3.07
H -3.41 -0.53 2.52
*
```

The computed Löwdin charges, all in e, follow:
1. C -0.097
2. C -0.315
3. O -0.207
4. C -0.226
5. C -0.354
6. O -0.213
7. C -0.327
8. C -0.104
9. P 0.481
10. O -0.385
11. O -0.432
12. O -0.074
13. C -0.660
14. N 0.065
15. H 0.048
16. H 0.030
17. H 0.065
18. H 0.044
19. H 0.146
20. H 0.054
21. H 0.126
22. H 0.078
23. H 0.094
24. H 0.087
25. H 0.081
26. H -0.002

***

<Q>
ORCA calculation (the ωB97M-V functional and the def2-TZVPD basis) on the ion C7H12NO5P with charge -2.

Computed properties:
- Structure (SMILES): CNCCCC[C@]1(P(=O)([O-])[O-])OC1=O
- HOMO-LUMO gap: 5.7191 eV

```
! RIJCOSX wB97M-V def2-TZVPD def2/J DEFGRID3
* xyz -2 1
C -0.28 -0.80 2.50
N -0.13 -0.59 1.06
C 0.95 0.18 0.61
C 0.86 0.14 -0.85
C 0.01 1.27 -1.51
C -1.52 1.08 -1.50
C -2.29 0.78 -0.27
P -3.06 -0.93 -0.31
O -3.68 -1.21 1.04
O -4.11 -0.74 -1.34
O -2.06 -1.97 -0.77
O -2.90 2.11 0.17
C -1.89 1.66 0.85
O -1.29 2.06 1.84
H -1.04 -1.63 2.73
H 0.68 -1.09 3.08
H -0.67 0.07 2.85
H -0.77 -1.09 0.58
H 1.94 -0.40 0.99
H 1.05 1.16 1.02
H 0.50 -0.80 -1.18
H 1.76 0.11 -1.40
H 0.33 2.14 -0.86
H 0.38 1.32 -2.59
H -1.95 2.07 -1.85
H -1.81 0.39 -2.29
*
```

The computed Löwdin charges, all in e, follow:
1. C -0.113
2. N -0.111
3. C -0.291
4. C -0.228
5. C -0.170
6. C -0.194
7. C -0.272
8. P -0.005
9. O -0.443
10. O -0.422
11. O -0.409
12. O 0.089
13. C -0.485
14. O 0.050
15. H 0.099
16. H 0.072
17. H 0.004
18. H 0.004
19. H 0.123
20. H 0.083
21. H 0.097
22. H 0.073
23. H 0.111
24. H 0.113
25. H 0.129
26. H 0.097

***

The structure with the least stability is <P>.

***

<P>
ORCA calculation (the ωB97M-V functional and the def2-TZVPD basis) on an isolated molecule of C4H7NOS.

Computed properties:
- HOMO-LUMO gap (alpha / beta): 8.2413 / 6.6101 eV

```
! RIJCOSX wB97M-V def2-TZVPD def2/J DEFGRID3
* xyz 0 1
C -0.81 0.36 0.61
C -1.44 -0.81 0.25
C 0.14 1.04 -0.27
C -1.58 -1.36 -0.94
N 1.55 0.89 0.33
O 3.84 -0.15 0.63
S 2.86 0.23 -0.39
H -0.90 0.94 1.50
H -1.83 -1.37 1.14
H 0.21 0.64 -1.27
H -0.21 2.04 -0.27
H -2.09 -2.28 -1.05
H -1.10 -0.79 -1.62
H 1.37 0.61 1.35
*
```

The computed Löwdin charges, all in e, follow:
1. C -0.100
2. C -0.215
3. C -0.249
4. C 0.050
5. N -0.354
6. O -0.577
7. S 0.834
8. H 0.104
9. H 0.119
10. H 0.090
11. H 0.101
12. H 0.065
13. H 0.016
14. H 0.116

***

<Q>
ORCA calculation (the ωB97M-V functional and the def2-TZVPD basis) on an isolated molecule of C4H7NOS.

Computed properties:
- Structure (SMILES): N/C(=C\C=O)CS
- HOMO-LUMO gap: 9.1112 eV

```
! RIJCOSX wB97M-V def2-TZVPD def2/J DEFGRID3
* xyz 0 1
N 1.14 -0.49 0.54
C 0.12 0.15 -0.05
C -0.96 0.60 0.61
C -1.31 0.03 2.01
O -2.28 0.40 2.69
C 0.31 0.50 -1.54
S 0.11 -0.96 -2.62
H 1.86 -0.95 0.01
H 1.14 -0.61 1.55
H -1.64 1.31 0.19
H -0.60 -0.67 2.48
H -0.48 1.19 -1.81
H 1.27 0.99 -1.71
H 1.32 -1.50 -2.34
*
```

The computed Löwdin charges, all in e, follow:
1. N 0.120
2. C -0.450
3. C -0.021
4. C -0.228
5. O -0.011
6. C -0.500
7. S 0.716
8. H 0.099
9. H 0.095
10. H 0.090
11. H 0.095
12. H 0.068
13. H 0.081
14. H -0.153

***

The structure with the least stability is <P>.

***

<P>
ORCA calculation (the ωB97M-V functional and the def2-TZVPD basis) on a cluster of 2 separate species, C5H12S in total.

Computed properties:
- Structure (SMILES): C=CC.CSC
- HOMO-LUMO gap: 9.5854 eV

```
! RIJCOSX wB97M-V def2-TZVPD def2/J DEFGRID3
* xyz 0 1
C -1.68 -1.80 0.63
C -0.59 -2.63 0.45
C 0.55 -2.50 -0.53
H -2.49 -2.27 1.15
H -1.60 -0.79 0.29
H -0.21 -3.27 1.32
H 1.34 -1.80 -0.02
H 0.03 -2.13 -1.44
H 1.07 -3.44 -0.47
C 0.82 1.43 -1.28
S 0.97 1.59 0.64
C 0.00 3.11 0.99
H 0.38 2.25 -1.82
H 1.84 1.30 -1.59
H 0.17 0.62 -1.55
H -0.01 3.29 2.05
H -1.03 2.97 0.66
H 0.42 4.08 0.50
*
```

The computed Löwdin charges, all in e, follow:
1. C -0.013
2. C -0.267
3. C -0.136
4. H 0.034
5. H 0.034
6. H 0.110
7. H 0.103
8. H 0.080
9. H 0.053
10. C -0.344
11. S 0.679
12. C -0.455
13. H 0.028
14. H 0.010
15. H -0.010
16. H 0.003
17. H 0.022
18. H 0.067

***

<Q>
ORCA calculation (the ωB97M-V functional and the def2-TZVPD basis) on an isolated molecule of C5H12S.

Computed properties:
- Structure (SMILES): CCCCSC
- HOMO-LUMO gap: 9.3912 eV

```
! RIJCOSX wB97M-V def2-TZVPD def2/J DEFGRID3
* xyz 0 1
C 1.09 -1.47 -1.69
C -0.11 -0.60 -2.14
C -0.30 0.74 -1.42
C -0.95 0.59 -0.01
S 0.35 0.10 1.15
C -0.31 0.52 2.82
H 1.28 -2.20 -2.47
H 2.07 -0.97 -1.64
H 0.93 -1.90 -0.71
H -0.94 -1.31 -2.02
H -0.03 -0.41 -3.21
H -1.00 1.35 -2.01
H 0.65 1.26 -1.44
H -1.34 1.58 0.25
H -1.85 -0.03 -0.03
H -0.74 -0.43 3.19
H -1.08 1.28 2.79
H 0.54 0.69 3.47
*
```

The computed Löwdin charges, all in e, follow:
1. C -0.140
2. C -0.272
3. C -0.287
4. C -0.508
5. S 0.803
6. C -0.391
7. H 0.065
8. H 0.070
9. H 0.033
10. H 0.104
11. H 0.099
12. H 0.104
13. H 0.097
14. H 0.072
15. H 0.078
16. H 0.026
17. H 0.026
18. H 0.020

***

The structure with the least stability is <P>.

***

<P>
ORCA calculation (the ωB97M-V functional and the def2-TZVPD basis) on a cluster of 2 separate species, C5H12S in total.

Computed properties:
- Structure (SMILES): C=CC.CSC
- HOMO-LUMO gap: 9.4718 eV

```
! RIJCOSX wB97M-V def2-TZVPD def2/J DEFGRID3
* xyz 0 1
C 1.41 1.07 -1.49
C 1.52 1.38 -0.21
C 1.67 0.33 0.86
H 1.56 1.67 -2.37
H 1.32 0.05 -1.88
H 1.64 2.38 0.21
H 0.91 0.44 1.63
H 1.52 -0.67 0.44
H 2.70 0.35 1.20
C -1.22 -1.91 0.92
S -2.63 -0.83 0.66
C -1.98 0.36 -0.52
H -0.72 -1.71 1.87
H -0.51 -1.77 0.11
H -1.51 -2.95 1.00
H -2.87 0.74 -1.03
H -1.42 1.17 -0.06
H -1.39 -0.07 -1.32
*
```

The computed Löwdin charges, all in e, follow:
1. C -0.035
2. C -0.239
3. C -0.115
4. H 0.047
5. H 0.062
6. H 0.096
7. H 0.069
8. H 0.059
9. H 0.072
10. C -0.440
11. S 0.739
12. C -0.449
13. H 0.024
14. H 0.015
15. H 0.024
16. H 0.025
17. H 0.020
18. H 0.028

***

<Q>
ORCA calculation (the ωB97M-V functional and the def2-TZVPD basis) on an isolated molecule of C5H12S.

Computed properties:
- Structure (SMILES): CCCCSC
- HOMO-LUMO gap: 9.5007 eV

```
! RIJCOSX wB97M-V def2-TZVPD def2/J DEFGRID3
* xyz 0 1
C -2.39 1.07 0.13
C -1.65 -0.10 -0.66
C -0.36 -0.53 -0.12
C 0.61 0.54 0.46
S 2.34 0.70 -0.22
C 3.00 -0.88 0.06
H -3.12 1.52 -0.53
H -2.82 0.72 1.04
H -1.71 1.92 0.28
H -1.56 0.27 -1.74
H -2.33 -0.96 -0.66
H 0.19 -1.08 -0.92
H -0.64 -1.37 0.55
H 0.08 1.54 0.46
H 0.74 0.42 1.55
H 4.11 -1.09 -0.26
H 2.54 -1.69 -0.60
H 2.99 -1.00 1.17
*
```

The computed Löwdin charges, all in e, follow:
1. C -0.089
2. C -0.273
3. C -0.299
4. C -0.465
5. S 0.749
6. C -0.524
7. H 0.060
8. H 0.058
9. H 0.050
10. H 0.126
11. H 0.100
12. H 0.098
13. H 0.114
14. H 0.067
15. H 0.069
16. H 0.071
17. H 0.050
18. H 0.038

***

The structure with the least stability is <P>.